DFT (wB97M-V/def2-TZVPD) results for 2 unconnected molecules or ions with the total composition CH2Br3N2 in a non-equilibrium geometry.

Output
LUMO level (spin up / spin down) in eV: -7.14 / -6.65
2S+1: 1
Gap between HOMO and LUMO (spin up / spin down) in eV: 6.95 / 7.57
ΔE to the lowest compared entry with this formula, charge and spin in eV: 3.964
Net charge: +1
E_HOMO (spin up / spin down) in eV: -14.095 / -14.218

Each line ends with the Löwdin charge.
Element x y z (Å)
C 0.208 0.334 -0.620  -0.7688
N -0.885 0.770 -1.010  -0.2715
N 0.266 -0.989 1.377  -0.5201
Br 1.743 0.310 -1.516  0.9351
Br -2.487 0.516 0.307  0.6916
Br 1.713 -1.957 1.309  0.7814
H -1.159 1.198 -1.892  0.1187
H 0.601 -0.182 2.045  0.0336

DFT (wB97M-V/def2-TZVPD) results for a molecular structure, CH2BrCl in a non-equilibrium geometry.

Output
LUMO level (spin up / spin down) in eV: -0.44 / -0.66
2S+1: 1
Gap between HOMO and LUMO (spin up / spin down) in eV: 8.30 / 10.01
ΔE to the lowest compared entry with this formula, charge and spin in eV: 4.392
Net charge: 0
E_HOMO (spin up / spin down) in eV: -8.740 / -10.669

Each line ends with the Löwdin charge.
Element x y z (Å)
C -0.914 0.493 0.360  -1.2210
Cl -0.956 2.146 0.017  0.5062
Br -2.516 -0.259 -0.020  0.6575
H -0.465 0.180 1.223  -0.0525
H 1.091 -0.077 -1.103  0.1097

DFT (wB97M-V/def2-TZVPD) results for a molecular structure, CH2BrClFNO2S in a non-equilibrium geometry.

Output
LUMO level in eV: -0.65
2S+1: 1
Gap between HOMO and LUMO in eV: 10.52
ΔE to the lowest compared entry with this formula, charge and spin in eV: 1.160
Net charge: 0
E_HOMO in eV: -11.170

Each line ends with the Löwdin charge.
Element x y z (Å)
C -2.801 0.177 -0.569  -1.2002
N -0.158 -0.001 -0.194  -0.0589
O -1.520 0.871 1.639  -0.3271
O -1.240 2.272 -0.447  -0.2876
F -2.728 0.031 -1.900  -0.0176
S -1.377 1.018 0.230  0.4370
Cl -4.251 1.526 0.000  0.4331
Br -3.014 -1.382 0.357  0.8812
H -0.401 -0.287 -1.142  0.0794
H 0.065 -0.590 0.567  0.0608

DFT (wB97M-V/def2-TZVPD) results for CH2BrFO in the gas phase in a non-equilibrium geometry.

Output
LUMO level in eV: -0.50
2S+1: 1
Gap between HOMO and LUMO in eV: 9.81
ΔE to the lowest compared entry with this formula, charge and spin in eV: 2.267
Net charge: 0
E_HOMO in eV: -10.308

Each line ends with the Löwdin charge.
Element x y z (Å)
C -0.489 0.054 0.172  -0.3829
O 0.841 0.042 0.439  -0.6556
F -0.732 0.556 -1.075  -0.0444
Br 2.182 -0.601 -0.615  0.7603
H -1.122 -0.938 0.129  0.1609
H -0.680 0.886 0.950  0.1618

DFT (wB97M-V/def2-TZVPD) results for a molecular structure, CH2BrI in a non-equilibrium geometry.

Output
LUMO level in eV: -0.41
2S+1: 1
Gap between HOMO and LUMO in eV: 9.16
ΔE to the lowest compared entry with this formula, charge and spin in eV: 2.242
Net charge: 0
E_HOMO in eV: -9.568

Each line ends with the Löwdin charge.
Element x y z (Å)
C 0.581 -0.457 -0.171  -1.2384
Br 0.383 -2.375 0.015  0.4774
I 2.589 0.240 -0.025  0.6428
H -0.271 0.171 1.154  0.1769
H 0.204 0.086 -1.050  -0.0587

DFT (wB97M-V/def2-TZVPD) results for a gas-phase ion, CH2BrN2O3 (charge +1) in a non-equilibrium geometry.

Output
LUMO level in eV: -6.49
2S+1: 1
Gap between HOMO and LUMO in eV: 9.04
ΔE to the lowest compared entry with this formula, charge and spin in eV: 3.363
Net charge: +1
E_HOMO in eV: -15.534

Each line ends with the Löwdin charge.
Element x y z (Å)
C 0.479 -0.730 0.370  0.0724
N 0.931 -1.748 0.006  -0.0354
N -0.109 0.514 0.240  -0.1985
O 1.404 -2.782 -0.123  0.2285
O -1.216 0.430 -0.646  -0.5173
O 0.725 1.509 -0.147  0.1440
Br -2.882 0.633 0.148  0.9298
H -0.467 0.822 1.174  0.1973
H 1.136 1.352 -1.021  0.1791

DFT (wB97M-V/def2-TZVPD) results for 3 unconnected molecules or ions with the total composition CH2BrN3 in a non-equilibrium geometry.

Output
LUMO level in eV: 0.43
2S+1: 1
Gap between HOMO and LUMO in eV: 11.53
ΔE to the lowest compared entry with this formula, charge and spin in eV: 0.945
Net charge: 0
E_HOMO in eV: -11.100

Each line ends with the Löwdin charge.
Element x y z (Å)
C 2.482 0.190 0.120  -0.1077
N 1.085 -1.943 -1.645  0.1283
N 2.692 1.317 -0.143  0.0661
N 1.476 -1.854 -0.621  0.0088
Br -2.646 0.873 -0.055  0.2776
H -1.770 0.911 -1.187  -0.2859
H 2.404 -0.825 0.129  -0.0873

DFT (wB97M-V/def2-TZVPD) results for 2 unconnected molecules or ions with the total composition CH2BrNO in a non-equilibrium geometry.

Output
LUMO level (spin up / spin down) in eV: -0.54 / -0.73
2S+1: 1
Gap between HOMO and LUMO (spin up / spin down) in eV: 10.70 / 7.56
ΔE to the lowest compared entry with this formula, charge and spin in eV: 4.448
Net charge: 0
E_HOMO (spin up / spin down) in eV: -11.247 / -8.298

Each line ends with the Löwdin charge.
Element x y z (Å)
C 1.361 0.554 -0.035  -0.8252
N -1.684 -0.182 0.572  0.0426
O 1.322 1.355 -0.901  0.0070
Br 2.158 -0.952 0.409  0.8108
H -1.268 -1.151 0.216  0.0117
H -1.889 0.376 -0.261  -0.0469

DFT (wB97M-V/def2-TZVPD) results for 2 unconnected molecules or ions with the total composition CH2BrNOS in a non-equilibrium geometry.

Output
LUMO level in eV: -0.59
2S+1: 1
Gap between HOMO and LUMO in eV: 8.63
ΔE to the lowest compared entry with this formula, charge and spin in eV: 0.232
Net charge: 0
E_HOMO in eV: -9.218

Each line ends with the Löwdin charge.
Element x y z (Å)
C -1.028 -0.054 0.899  -0.4168
N -1.204 0.298 2.027  0.1991
O -0.593 -0.527 -0.056  0.0899
S 1.867 0.384 -2.364  0.1298
Br 2.094 -1.677 -1.454  0.1073
H 0.792 0.723 -1.475  -0.1862
H -1.929 0.853 2.423  0.0769

DFT (wB97M-V/def2-TZVPD) results for 2 unconnected molecules or ions with the total composition CH2BrO2S in a non-equilibrium geometry.

Output
LUMO level (spin up / spin down) in eV: 3.83 / 0.84
2S+1: 3
Gap between HOMO and LUMO (spin up / spin down) in eV: 4.90 / 5.04
Net charge: -1
E_HOMO (spin up / spin down) in eV: -1.064 / -4.199

Each line ends with the Mulliken spin population.
Element x y z (Å)
C 1.215 0.330 -0.173  0.5358
O -0.816 -1.555 0.092  0.1825
O 0.506 0.434 1.169  0.0907
S -0.638 -0.132 -0.059  0.7184
Br -3.744 0.277 -0.278  0.4999
H 1.705 1.282 -0.445  -0.0204
H 1.771 -0.636 -0.307  -0.0070

DFT (wB97M-V/def2-TZVPD) results for 2 unconnected molecules or ions with the total composition CH2Cl2FN in a non-equilibrium geometry.

Output
LUMO level in eV: 0.63
2S+1: 1
Gap between HOMO and LUMO in eV: 11.21
ΔE to the lowest compared entry with this formula, charge and spin in eV: 1.278
Net charge: 0
E_HOMO in eV: -10.579

Each line ends with the Löwdin charge.
Element x y z (Å)
C 1.574 -1.967 -0.668  -0.3353
N 2.758 -1.652 -0.338  -0.3844
F 0.669 -2.127 0.324  -0.0435
Cl 3.076 -1.334 1.311  0.5885
Cl -0.462 0.841 -1.052  0.2832
H 1.080 -1.930 -1.608  0.1066
H 0.544 1.662 -1.120  -0.2152

DFT (wB97M-V/def2-TZVPD) results for CH2Cl2N2 in the gas phase in a non-equilibrium geometry.

Output
LUMO level (spin up / spin down) in eV: -0.35 / -0.35
2S+1: 1
Gap between HOMO and LUMO (spin up / spin down) in eV: 7.90 / 7.88
ΔE to the lowest compared entry with this formula, charge and spin in eV: 4.462
Net charge: 0
E_HOMO (spin up / spin down) in eV: -8.244 / -8.234

Each line ends with the Löwdin charge.
Element x y z (Å)
C -0.870 -0.486 -0.185  -0.9802
N 1.590 1.656 0.007  -0.5612
N -0.167 -1.421 -0.421  0.0884
Cl -2.479 -0.212 0.113  0.6733
Cl 0.009 1.505 0.104  0.7031
H 2.262 1.378 0.781  -0.0121
H -0.345 -2.421 -0.400  0.0887

DFT (wB97M-V/def2-TZVPD) results for 2 unconnected molecules or ions with the total composition CH2Cl2O in a non-equilibrium geometry.

Output
LUMO level (spin up / spin down) in eV: -1.22 / -1.22
2S+1: 1
Gap between HOMO and LUMO (spin up / spin down) in eV: 8.31 / 8.30
ΔE to the lowest compared entry with this formula, charge and spin in eV: 3.376
Net charge: 0
E_HOMO (spin up / spin down) in eV: -9.527 / -9.526

Each line ends with the Löwdin charge.
Element x y z (Å)
C -1.361 0.045 0.315  -1.1154
O 0.525 -0.691 -0.781  -0.2976
Cl -2.417 -1.052 -0.301  0.7058
Cl -1.362 1.697 0.017  0.6846
H -0.862 -0.187 1.362  0.0944
H 0.329 -1.611 -0.915  -0.0718

DFT (wB97M-V/def2-TZVPD) results for 2 unconnected molecules or ions with the total composition CH2Cl2O2 in a non-equilibrium geometry.

Output
LUMO level in eV: 0.34
2S+1: 1
Gap between HOMO and LUMO in eV: 11.41
ΔE to the lowest compared entry with this formula, charge and spin in eV: 0.105
Net charge: 0
E_HOMO in eV: -11.074

Each line ends with the Löwdin charge.
Element x y z (Å)
C 0.682 -0.922 0.496  -0.9244
O 0.524 0.312 0.126  -0.0401
O 0.015 -1.755 0.984  0.0986
Cl 2.456 -1.199 0.165  0.6138
Cl -1.858 1.835 -0.631  0.4582
H -0.366 0.741 0.306  0.0121
H -1.453 0.988 -1.446  -0.2181

DFT (wB97M-V/def2-TZVPD) results for 2 unconnected molecules or ions with the total composition CH2Cl2OSi in a non-equilibrium geometry.

Output
LUMO level (spin up / spin down) in eV: -1.91 / -0.99
2S+1: 1
Gap between HOMO and LUMO (spin up / spin down) in eV: 7.48 / 7.89
ΔE to the lowest compared entry with this formula, charge and spin in eV: 2.874
Net charge: 0
E_HOMO (spin up / spin down) in eV: -9.395 / -8.883

Each line ends with the Löwdin charge.
Element x y z (Å)
C 1.991 0.614 1.721  -0.0313
O 1.528 1.134 0.720  -0.0485
Si -1.586 -0.670 2.011  -0.2222
Cl -2.707 -2.375 1.966  0.1813
Cl -2.816 0.680 1.209  0.2121
H 1.193 0.150 2.485  0.0308
H -0.534 -0.574 0.998  -0.1223

DFT (wB97M-V/def2-TZVPD) results for CH2Cl3P in the gas phase in a non-equilibrium geometry.

Output
LUMO level in eV: -0.97
2S+1: 1
Gap between HOMO and LUMO in eV: 8.47
ΔE to the lowest compared entry with this formula, charge and spin in eV: 0.540
Net charge: 0
E_HOMO in eV: -9.446

Each line ends with the Löwdin charge.
Element x y z (Å)
C -1.270 -0.146 -0.073  -0.3439
P 0.378 -0.130 0.021  -0.2514
Cl 1.240 -1.297 1.277  0.3574
Cl 1.259 -0.359 -1.725  0.2988
Cl 1.909 1.803 0.486  -0.1494
H -1.683 0.692 -0.792  0.0648
H -1.834 -0.562 0.806  0.0237

DFT (wB97M-V/def2-TZVPD) results for a molecular structure, CH2Cl4N2 in a non-equilibrium geometry.

Output
LUMO level in eV: -0.28
2S+1: 1
Gap between HOMO and LUMO in eV: 8.84
ΔE to the lowest compared entry with this formula, charge and spin in eV: 0.921
Net charge: 0
E_HOMO in eV: -9.124

Each line ends with the Löwdin charge.
Element x y z (Å)
C -0.284 -0.672 0.167  -0.8087
N 0.529 -0.513 1.228  -0.4125
N -0.402 1.007 -0.664  -1.0083
Cl 0.256 -1.791 -1.135  0.5767
Cl -0.096 0.854 2.174  0.6146
Cl 1.119 1.650 -1.045  0.5011
Cl -1.372 0.737 -2.138  0.4283
H -1.268 -0.911 0.336  0.0445
H 1.517 -0.361 1.078  0.0642

DFT (wB97M-V/def2-TZVPD) results for CH2ClF in the gas phase in a non-equilibrium geometry.

Output
LUMO level in eV: 1.05
2S+1: 1
Gap between HOMO and LUMO in eV: 12.24
ΔE to the lowest compared entry with this formula, charge and spin in eV: 0.000
Net charge: 0
E_HOMO in eV: -11.196

Each line ends with the Löwdin charge.
Element x y z (Å)
C -0.541 0.551 0.008  -0.6745
H -0.685 1.145 0.900  0.0681
H -0.674 1.213 -0.887  0.0897
F -1.501 -0.408 -0.005  -0.0801
Cl 1.066 -0.117 -0.001  0.5967

DFT (wB97M-V/def2-TZVPD) results for CH2ClFS in the gas phase in a non-equilibrium geometry.

Output
LUMO level (spin up / spin down) in eV: 0.21 / -1.82
2S+1: 3
Gap between HOMO and LUMO (spin up / spin down) in eV: 8.22 / 7.45
Net charge: 0
E_HOMO (spin up / spin down) in eV: -8.019 / -9.274

Each line ends with the Mulliken spin population.
Element x y z (Å)
C -1.032 -0.834 0.114  0.8287
F 2.331 1.406 0.471  0.0446
S 1.387 1.388 -0.902  0.8654
Cl -0.908 0.734 -0.315  0.2039
H -0.405 -0.987 0.965  0.0226
H -1.374 -1.707 -0.333  0.0348

DFT (wB97M-V/def2-TZVPD) results for 2 unconnected molecules or ions with the total composition CH2ClIN2O in a non-equilibrium geometry.

Output
LUMO level (spin up / spin down) in eV: -1.19 / -1.19
2S+1: 1
Gap between HOMO and LUMO (spin up / spin down) in eV: 7.09 / 7.09
ΔE to the lowest compared entry with this formula, charge and spin in eV: 1.655
Net charge: 0
E_HOMO (spin up / spin down) in eV: -8.279 / -8.278

Each line ends with the Löwdin charge.
Element x y z (Å)
C -1.083 -0.532 -0.097  -0.5382
N -1.924 -1.089 0.688  -0.2990
N 0.686 -0.194 0.940  -0.5843
O -0.969 -0.129 -1.190  0.0635
Cl -3.367 -1.803 -0.031  0.6594
I 2.167 -0.521 -0.411  0.6649
H -1.676 -1.441 1.586  0.0989
H 0.775 0.722 1.379  -0.0652